Here is C3H8N2O2 in the gas phase from OMol25. Energies are from ωB97M-V/def2-TZVPD.

The HOMO energy is -9.83 eV. As for the LUMO energy: 0.7 eV. Its molecular weight is 104.1 g/mol. Its calculated total energy is -10316.6245 eV. As for the energy above the lowest of the compared OMol25 structures with the same formula, charge and spin: 7.6 kcal per mole. The net charge is 0. The structure (SMILES) is NC(=O)NCCO. The value obtained for the HOMO-LUMO gap is 0.3876 hartree.

Structure (XYZ):
```
15
Properties=species:S:1:pos:R:3:forces:R:3
N 2.3417 0.9757 -0.3356 0.042 0.009 0.102
C 0.9738 0.8262 -0.2311 -0.136 0.186 0.018
O 0.2776 1.6805 0.3062 0.234 -0.343 -0.038
N 0.5042 -0.3414 -0.7800 -0.048 0.121 0.016
C -0.8816 -0.7781 -0.6152 -0.135 0.007 -0.017
C -1.3558 -0.7323 0.8431 0.029 -0.353 -0.068
O -1.9598 0.4791 1.2013 -0.031 0.113 0.039
H 2.6815 1.7028 0.2764 0.047 0.036 -0.160
H 2.8823 0.1241 -0.2971 -0.052 0.089 -0.050
H 0.9608 -0.6115 -1.6368 0.086 -0.165 0.131
H -0.9122 -1.8132 -0.9726 -0.008 0.164 0.049
H -1.5819 -0.1868 -1.2180 0.090 -0.028 0.033
H -0.5030 -0.9874 1.4955 -0.113 0.074 -0.064
H -2.1147 -1.5068 0.9902 0.082 0.051 -0.063
H -1.3127 1.1691 0.9736 -0.087 0.040 0.073
```
Positions in Å, forces in eV/Å.

---

Here is 2 unconnected molecules or ions with the total composition C3H8N2O2 at a distorted geometry from OMol25. Energies are from ωB97M-V/def2-TZVPD.

The HOMO energy is -8.68 eV. As for the LUMO energy: 0.8 eV. Its molecular weight is 104.1 g/mol. Its calculated total energy is -10310.5276 eV. As for the energy above the lowest of the compared OMol25 structures with the same formula, charge and spin: 148.2 kcal per mole. The net charge is 0. The value obtained for the HOMO-LUMO gap is 0.3468 hartree.

Structure (XYZ):
```
15
Properties=species:S:1:pos:R:3:forces:R:3
C 0.9887 -0.2055 0.0316 1.330 -0.329 0.948
C 0.3415 -1.6680 2.1252 0.681 -0.227 1.677
C -1.1016 0.8715 -0.5300 -4.172 -1.924 0.082
N 0.7520 0.9705 -2.0909 -1.080 -0.113 0.122
N 0.2504 0.4669 -0.7362 2.077 0.597 -2.651
O -0.8351 -1.7512 1.9778 -1.609 0.620 0.387
O -1.4935 1.4853 0.6501 0.516 1.621 1.446
H 1.9911 -0.3394 -0.4648 -0.718 0.008 0.398
H 0.9882 -2.2634 1.5841 1.575 -1.393 -1.885
H -1.4632 1.4749 -1.3923 0.811 0.246 0.911
H -1.8336 -0.0208 -0.6105 1.677 0.510 -0.112
H 0.1743 0.4895 -2.7780 -0.416 0.192 0.040
H 1.6735 0.6027 -2.3482 -0.067 -0.085 1.177
H -1.3636 1.1560 1.5889 0.328 -0.559 -2.408
H 0.9310 -1.2691 2.9933 -0.932 0.836 -0.133
```
Positions in Å, forces in eV/Å.

---

Here is C3H8N2O2S in the gas phase at a distorted geometry from OMol25. Energies are from ωB97M-V/def2-TZVPD.

The HOMO energy is -8.98 eV. As for the LUMO energy: 0.8 eV. Its molecular weight is 136.2 g/mol. Its calculated total energy is -21147.3785 eV. As for the energy above the lowest of the compared OMol25 structures with the same formula, charge and spin: 80.0 kcal per mole. The net charge is 0. The value obtained for the HOMO-LUMO gap is 0.3602 hartree.

Structure (XYZ):
```
16
Properties=species:S:1:pos:R:3:forces:R:3
C 0.4626 -0.7661 -0.9761 1.719 -1.729 -2.615
C -0.4979 -0.9271 -2.1443 -0.579 2.081 0.781
C -1.7097 -0.4015 -2.1662 -1.958 0.369 0.807
N 1.3290 1.1541 2.6453 3.060 0.371 -0.258
N 0.2564 1.7017 2.0133 -0.616 0.022 -1.803
O 0.1822 0.3020 -0.1578 -0.469 0.947 1.606
O -0.2645 -0.7748 2.1130 -1.020 0.955 -0.798
S -0.7198 0.3748 1.2994 1.532 -1.455 -0.204
H 0.4429 -1.8342 -0.6618 0.227 0.814 1.442
H 1.5812 -0.6193 -1.3455 -2.272 -0.193 0.524
H -0.1325 -1.3790 -3.0043 0.761 -1.187 -1.331
H -2.5613 -0.4742 -2.8690 1.308 -0.436 -0.377
H -2.1470 0.1256 -1.3097 0.746 -0.016 0.120
H 1.0029 0.5187 3.3318 0.189 -0.792 0.551
H 2.1116 0.7860 2.0188 -1.796 0.167 1.139
H 0.6640 2.2132 1.2130 -0.831 0.081 0.417
```
Positions in Å, forces in eV/Å.

---

Here is a molecular structure, C3H8N2O2S at a distorted geometry from OMol25. Energies are from ωB97M-V/def2-TZVPD.

The HOMO energy (spin up / spin down) is -9.49 / -9.49 eV. As for the LUMO energy (spin up / spin down): -0.5 / -0.5 eV. Its molecular weight is 136.2 g/mol. Its calculated total energy is -21146.8890 eV. As for the energy above the lowest of the compared OMol25 structures with the same formula, charge and spin: 91.2 kcal per mole. The net charge is 0. The value obtained for the HOMO-LUMO gap (spin up / spin down) is 0.3296 / 0.3295 hartree.

Structure (XYZ):
```
16
Properties=species:S:1:pos:R:3:forces:R:3
C -0.6065 0.3235 -0.1173 2.148 0.441 -0.797
C -0.5562 0.7273 -1.5501 4.494 -0.620 0.644
C -0.4890 -1.6851 1.3402 1.731 1.617 1.983
N 0.3115 1.1159 0.7195 0.512 -1.613 0.331
N -0.3161 -1.0749 0.0161 2.421 0.056 0.392
O 2.3917 1.2403 -0.9164 -0.075 0.720 -0.734
O 1.4982 -0.8745 -0.0227 -2.999 -0.137 0.495
S 1.8984 0.6381 0.2953 0.907 -0.899 1.102
H -1.6147 0.3894 0.1239 -1.988 0.381 1.393
H 0.4546 0.8051 -2.0368 -0.714 -0.876 0.824
H -0.8295 1.6803 -1.6433 -1.981 3.829 -0.367
H -1.1261 0.0607 -2.0164 -2.524 -2.359 -2.590
H -1.4026 -2.3213 1.4213 0.743 0.592 -0.387
H 0.4656 -2.2905 1.4380 -1.495 0.313 0.162
H -0.4359 -0.8502 2.2368 -0.334 -2.077 -2.169
H 0.3566 2.1161 0.7119 -0.846 0.633 -0.281
```
Positions in Å, forces in eV/Å.

---

Here is 2 unconnected molecules or ions with the total composition C3H8N2O4 at a distorted geometry from OMol25. Energies are from ωB97M-V/def2-TZVPD.

The HOMO energy is -7.97 eV. As for the LUMO energy: 0.6 eV. Its molecular weight is 136.1 g/mol. Its calculated total energy is -14405.4022 eV. As for the energy above the lowest of the compared OMol25 structures with the same formula, charge and spin: 160.0 kcal per mole. The net charge is 0. The structure (SMILES) is N/C(CO)=[N+](\[O-])O.C=O. The value obtained for the HOMO-LUMO gap is 0.3150 hartree.

Structure (XYZ):
```
17
Properties=species:S:1:pos:R:3:forces:R:3
C 1.3787 -0.4115 -0.2121 -1.019 -0.886 -2.887
C -0.7544 1.4626 -0.8505 -0.005 1.780 -0.159
C -0.1009 -0.6096 0.1349 0.645 -1.016 3.059
N -1.0614 -1.0721 -0.7298 0.871 0.509 0.867
N -0.4692 -0.5880 1.4188 -0.221 0.474 -3.693
O 0.4701 -0.0732 2.2536 -0.001 0.502 3.495
O -1.6856 -0.7629 1.7382 0.101 -0.229 0.993
O 1.6756 0.3862 -1.3480 -0.146 -0.604 -1.279
O 0.0007 2.0493 -0.1062 0.090 0.167 -0.471
H 1.7748 -1.3626 -0.6175 -0.010 0.018 1.191
H 1.8938 0.0515 0.5497 0.949 0.050 2.206
H -1.7667 1.3088 -0.5466 -1.013 -0.237 0.075
H -0.4678 1.1725 -1.8833 -0.163 -0.012 0.366
H -0.5575 -1.2321 -1.5877 -1.141 -1.051 -0.513
H -1.8218 -1.5601 -0.2068 0.762 0.189 -1.251
H 1.3847 1.2836 -1.2210 0.044 0.673 0.565
H 0.1071 -0.0423 3.2144 0.256 -0.326 -2.565
```
Positions in Å, forces in eV/Å.

---

Here is C3H8N2OS in the gas phase at a distorted geometry from OMol25. Energies are from ωB97M-V/def2-TZVPD.

The HOMO energy is -9.44 eV. As for the LUMO energy: 0.7 eV. Its molecular weight is 120.2 g/mol. Its calculated total energy is -19103.5905 eV. As for the energy above the lowest of the compared OMol25 structures with the same formula, charge and spin: 21.0 kcal per mole. The net charge is 0. The structure (SMILES) is NC(=O)NCCS. The value obtained for the HOMO-LUMO gap is 0.3726 hartree.

Structure (XYZ):
```
15
Properties=species:S:1:pos:R:3:forces:R:3
C 0.3907 0.6033 0.5980 0.994 -0.070 -0.254
C -0.8125 1.3888 0.1435 -4.203 -0.862 0.486
S -0.7040 3.1642 -0.2510 -0.559 -0.751 0.976
N -0.0673 -0.7625 0.9487 0.849 0.268 0.269
C 0.2671 -1.8354 0.1375 -0.260 -0.197 0.676
N 0.6310 -1.6332 -1.1746 1.186 -1.376 1.864
O 0.2287 -2.9466 0.6099 0.107 -1.028 0.237
H 1.1844 0.5578 -0.2131 -1.114 -0.256 0.609
H 0.9787 1.1261 1.3756 -0.745 -0.412 0.217
H -1.7024 1.2856 0.8626 1.692 0.358 -0.027
H -1.4097 0.8103 -0.6412 1.449 0.798 0.098
H 0.2270 2.7626 -1.0311 1.577 0.454 -1.585
H -0.1947 -1.1083 1.9387 0.351 0.982 -1.693
H 0.7758 -2.4929 -1.6653 -0.118 -0.180 -0.168
H 0.2072 -0.9198 -1.6384 -1.205 2.271 -1.707
```
Positions in Å, forces in eV/Å.